[1]
{"formula": "C22H28N6O3", "method": "ωB97M-V/def2-TZVPD", "elements": ["C", "C", "C", "C", "C", "N", "N", "N", "N", "C", "C", "C", "C", "C", "O", "C", "C", "C", "N", "C", "C", "N", "C", "O", "C", "C", "C", "C", "O", "C", "C", "H", "H", "H", "H", "H", "H", "H", "H", "H", "H", "H", "H", "H", "H", "H", "H", "H", "H", "H", "H", "H", "H", "H", "H", "H", "H", "H", "H"], "positions_angstrom": [[-5.84454, -1.91413, -1.69487], [-4.44420, -1.77802, -1.11108], [-3.89535, -0.36838, -1.30337], [-2.46775, -0.20492, -0.72784], [-2.55040, -0.27775, 0.75677], [-2.74710, -1.33429, 1.51661], [-2.82147, -0.90157, 2.76676], [-2.69276, 0.35484, 2.82439], [-2.52258, 0.80630, 1.57819], [-2.35975, 2.21071, 1.31102], [-0.99302, 2.54338, 0.76612], [-0.85734, 3.39436, -0.32620], [0.38933, 3.71341, -0.81653], [1.54434, 3.17117, -0.24187], [2.70978, 3.54809, -0.80410], [3.90706, 2.91821, -0.39354], [1.41110, 2.31573, 0.85097], [0.15364, 2.02313, 1.35132], [-1.59166, -1.18516, -1.37084], [-0.69184, -0.61950, -2.35515], [0.52294, 0.06986, -1.72086], [1.20264, -0.85309, -0.83086], [2.55392, -0.85128, -0.79868], [3.22317, -0.07765, -1.46614], [3.21032, -1.88159, 0.04477], [3.03610, -3.23885, 0.13629], [4.06843, -3.71232, 0.97634], [4.79324, -2.61442, 1.32865], [4.28925, -1.51124, 0.76432], [0.33485, -1.45526, 0.15736], [-0.86603, -2.11550, -0.53473], [-6.21535, -2.92621, -1.55590], [-5.83944, -1.69334, -2.76032], [-6.53385, -1.22805, -1.20663], [-4.46322, -2.02120, -0.04784], [-3.76816, -2.47959, -1.59985], [-3.85110, -0.14194, -2.37015], [-4.55981, 0.35980, -0.82992], [-2.12171, 0.80992, -0.97278], [-2.51870, 2.70888, 2.27318], [-3.13714, 2.53915, 0.61341], [-1.73765, 3.81382, -0.79218], [0.50235, 4.37761, -1.65809], [3.87719, 1.84597, -0.60481], [4.10885, 3.09117, 0.66773], [4.69360, 3.37909, -0.98788], [2.27780, 1.87498, 1.31643], [0.06697, 1.38068, 2.21725], [-1.23328, 0.09266, -2.97995], [-0.35021, -1.44149, -2.99069], [1.23685, 0.38889, -2.48133], [0.19762, 0.95198, -1.15924], [2.28265, -3.82530, -0.34922], [4.24328, -4.72603, 1.27213], [5.65376, -2.49543, 1.95671], [0.88484, -2.18162, 0.75166], [-0.02622, -0.66337, 0.82800], [-1.54115, -2.53769, 0.20909], [-0.50805, -2.91909, -1.18483]], "multiplicity": 1, "e_homo_ev": -8.41, "gap_ev": 8.98, "de_lowest_ev": 4.627, "lumo_ev": 0.578, "largest_force_ev_per_a": 1.4, "smiles": "CCC[C@@H](c1nnnn1Cc1ccc(OC)cc1)N1CCN(C(=O)c2ccco2)CC1"}

***

[2]
{"formula": "C22H29BClMoN11O4S3", "method": "ωB97M-V/def2-TZVPD", "elements": ["Mo", "B", "N", "C", "C", "C", "N", "N", "C", "C", "C", "N", "H", "H", "H", "H", "H", "H", "H", "H", "C", "C", "N", "N", "C", "S", "N", "N", "H", "H", "H", "H", "H", "H", "O", "Cl", "O", "O", "O", "N", "C", "N", "S", "H", "H", "H", "H", "N", "S", "C", "C", "C", "C", "C", "C", "C", "C", "C", "C", "C", "C", "H", "H", "H", "H", "H", "H", "H", "H", "H", "H", "H"], "positions_angstrom": [[-0.05313, -0.15934, 0.08705], [-2.44542, 0.47632, 2.39402], [-1.24217, -0.38329, 2.85650], [-1.02172, -0.87006, 4.07604], [0.30663, -1.27675, 4.16498], [0.84073, -0.99970, 2.91888], [-0.10933, -0.45439, 2.12903], [-2.95012, -0.04011, 1.02011], [-4.20842, -0.03369, 0.59833], [-4.22386, -0.15559, -0.79161], [-2.89540, -0.23556, -1.14742], [-2.11885, -0.17939, -0.04045], [-2.02337, 1.59136, 2.20818], [-3.31921, 0.39212, 3.19646], [-1.80395, -0.88770, 4.81601], [0.80268, -1.70813, 5.01653], [1.84436, -1.13943, 2.55292], [-5.02454, 0.06804, 1.29370], [-5.08417, -0.17487, -1.43634], [-2.47443, -0.34576, -2.13107], [3.11637, 4.28506, 3.25090], [3.40280, 3.17227, 2.32430], [4.50591, 2.95663, 1.69423], [4.27410, 1.86367, 0.93041], [3.03722, 1.38646, 1.05347], [2.46635, 0.03060, 0.19920], [2.46767, 2.20294, 1.97523], [1.17758, 2.07741, 2.44933], [4.02440, 4.86223, 3.39996], [2.76003, 3.92481, 4.21630], [2.34990, 4.93296, 2.82110], [4.99707, 1.49890, 0.33074], [1.18986, 1.93406, 3.45366], [0.66150, 2.92708, 2.24544], [1.37086, 2.53147, -1.52835], [0.14772, 3.01127, -0.99457], [-0.73931, 3.42604, -2.01695], [0.35485, 4.02411, -0.03106], [-0.55280, 1.87507, -0.28187], [-0.14910, -0.60760, -5.01869], [-0.31116, 0.07611, -3.88887], [-0.94112, 1.23522, -3.91459], [0.25306, -0.69382, -2.46249], [-0.41372, -0.22809, -5.91399], [0.35181, -1.47888, -4.99334], [-1.19755, 1.64824, -4.80023], [-0.92539, 1.88313, -3.13501], [0.18940, -2.10260, 0.07072], [-0.19576, -3.30532, 1.17459], [-1.50452, -4.22674, 0.35815], [-2.21550, -3.64254, -0.67764], [-3.26014, -4.35185, -1.25192], [-3.57972, -5.61918, -0.78692], [-2.86712, -6.18087, 0.26532], [-1.82500, -5.48324, 0.85280], [1.19549, -4.40780, 0.96175], [2.11817, -4.49544, 1.99442], [3.25097, -5.27330, 1.80840], [3.44335, -5.94769, 0.61087], [2.49725, -5.86640, -0.40504], [1.36235, -5.09244, -0.23630], [0.60650, -2.55474, -0.74534], [-1.95671, -2.65663, -1.03664], [-3.82755, -3.90875, -2.05896], [-4.38740, -6.17401, -1.24424], [-3.12712, -7.16244, 0.63639], [-1.26838, -5.91440, 1.67620], [1.95460, -3.97048, 2.92718], [3.98096, -5.35598, 2.60165], [4.32977, -6.55084, 0.46968], [2.63781, -6.41323, -1.32717], [0.61653, -5.03429, -1.02040]], "multiplicity": 3, "e_homo_ev": [-13.99, -14.10], "gap_ev": [6.60, 7.32], "de_lowest_ev": 1.162, "total_charge": 2, "lumo_ev": [-7.389, -6.780], "largest_force_ev_per_a": 1.0}